[1]
ORCA calculation (ωB97M-V/def2-TZVPD) on a structure of composition C36H34N6O3PS2Ti.

The geometry in XYZ format:
```
83
Properties=species:S:1:pos:R:3
Ti 0.434 -0.207 -0.690
S -2.060 -4.195 5.172
N -1.325 -2.759 5.130
C -1.030 -2.525 3.861
C -0.367 -1.319 3.365
C 0.022 -0.276 4.168
C 0.609 0.853 3.559
C 0.768 0.876 2.203
N 0.408 -0.152 1.382
C -0.161 -1.249 1.970
C -0.602 -2.278 1.086
N -0.405 -2.051 -0.238
C -0.806 -2.997 -1.118
C -1.407 -4.167 -0.731
C -1.632 -4.401 0.633
C -1.230 -3.455 1.545
C -1.443 -3.556 2.986
N -2.045 -4.561 3.600
H -0.134 -0.323 5.237
H 0.920 1.706 4.145
H 1.195 1.737 1.705
H -0.625 -2.764 -2.160
H -1.702 -4.887 -1.481
H -2.121 -5.304 0.973
O 0.806 1.650 -1.797
S 0.252 1.103 -3.069
O 0.975 1.438 -4.248
O 0.119 -0.370 -2.773
C -1.428 1.664 -3.227
C -1.808 2.092 -4.488
C -3.130 2.460 -4.718
C -4.055 2.390 -3.693
C -3.663 1.967 -2.428
C -2.354 1.595 -2.168
P -1.801 1.152 -0.474
C -3.072 0.102 0.267
C -3.166 0.031 1.657
C -3.931 -0.958 2.258
C -4.600 -1.893 1.481
C -4.505 -1.833 0.097
C -3.742 -0.846 -0.507
C -1.826 2.728 0.417
C -2.984 3.180 1.049
C -2.996 4.413 1.683
C -1.857 5.206 1.681
C -0.706 4.766 1.044
C -0.687 3.529 0.414
H -1.071 2.136 -5.277
H -3.429 2.799 -5.700
H -5.084 2.673 -3.870
H -4.398 1.934 -1.632
H -2.633 0.741 2.281
H -4.000 -0.996 3.338
H -5.194 -2.666 1.951
H -5.022 -2.558 -0.518
H -3.661 -0.826 -1.588
H -3.879 2.570 1.056
H -3.897 4.755 2.175
H -1.869 6.170 2.173
H 0.181 5.386 1.032
H 0.207 3.203 -0.100
C 4.899 -0.929 -3.223
C 4.780 0.251 -2.267
N 4.729 -0.118 -0.843
C 5.978 0.038 -0.084
C 6.970 -1.085 -0.331
C 3.602 -0.573 -0.290
C 3.593 -0.930 1.167
N 2.490 -0.745 -0.974
H 4.899 -0.566 -4.251
H 4.074 -1.634 -3.126
H 5.822 -1.482 -3.059
H 3.900 0.860 -2.497
H 5.639 0.910 -2.378
H 5.739 0.120 0.972
H 6.404 0.999 -0.376
H 6.537 -2.056 -0.087
H 7.856 -0.943 0.288
H 7.296 -1.113 -1.370
H 4.405 -1.620 1.394
H 2.650 -1.407 1.412
H 3.714 -0.048 1.799
H 2.668 -0.562 -1.958
```

- Spin multiplicity: 3
- Gap between HOMO and LUMO (alpha / beta): 5.5 / 8.0 eV
- Energy relative to the best compared isomer or geometry (same formula, charge and spin): 27.8 kJ/mol
- Charge: +1
- HOMO level (alpha / beta): -8.39 / -11.14 eV


[2]
ORCA calculation (ωB97M-V/def2-TZVPD) on the molecule C11H14N2O3 at a distorted geometry.

The geometry in XYZ format:
```
30
Properties=species:S:1:pos:R:3
N 1.246 1.680 -0.328
C -0.003 1.110 -0.029
C -0.289 -0.295 -0.764
C 0.825 -1.301 -0.781
C 2.090 -1.107 -0.082
C 3.018 -2.141 -0.125
C 2.859 -3.229 -0.996
C 1.661 -3.445 -1.709
C 0.664 -2.562 -1.544
C -0.376 0.834 1.507
O 0.464 0.579 2.343
N -1.773 0.796 1.746
C -2.875 1.242 0.939
C -2.863 2.790 0.613
O -3.609 3.320 -0.132
O -2.074 3.607 1.325
H 1.478 2.356 0.500
H 1.934 1.014 -0.622
H -0.832 1.685 -0.400
H -0.731 -0.330 -1.872
H -1.147 -0.707 -0.348
H 2.315 -0.201 0.519
H 4.056 -2.016 0.351
H 3.621 -3.932 -1.296
H 1.542 -4.201 -2.396
H -0.190 -2.829 -2.123
H -1.813 0.894 2.787
H -3.370 0.679 0.155
H -3.631 1.190 1.783
H -2.197 4.520 0.977
```

- Gap between HOMO and LUMO: 9.1 eV
- Energy relative to the best compared isomer or geometry (same formula, charge and spin): 328.0 kJ/mol
- SMILES string: N[C@@H](Cc1ccccc1)C(=O)NCC(=O)O
- HOMO level: -8.64 eV


[3]
ORCA calculation (ωB97M-V/def2-TZVPD) on the molecule C26H27N3O4.

The geometry in XYZ format:
```
60
Properties=species:S:1:pos:R:3
C 2.108 -1.562 -7.141
C 2.732 -0.732 -6.023
O 1.780 0.044 -5.325
C 0.933 -0.551 -4.441
C 0.999 -1.873 -4.013
C 0.090 -2.344 -3.079
C -0.900 -1.526 -2.562
C -1.879 -2.024 -1.533
N -1.772 -1.277 -0.296
C -2.729 -0.421 0.123
O -3.775 -0.255 -0.469
C -2.394 0.265 1.437
C -2.618 -0.710 2.595
C -2.297 -0.080 3.950
N -0.925 0.403 3.985
C 0.087 -0.502 3.984
O -0.086 -1.694 4.112
C 1.470 0.083 3.674
C 1.560 0.048 2.157
C 1.583 1.203 1.389
C 1.625 1.120 0.007
C 1.641 -0.113 -0.620
C 1.608 -1.270 0.144
C 1.569 -1.192 1.524
O 1.706 1.356 4.236
C 0.654 2.217 4.191
C 0.866 3.578 4.345
C -0.222 4.437 4.286
C -1.477 3.898 4.072
N -1.694 2.597 3.952
C -0.668 1.770 4.021
C -0.965 -0.205 -2.995
C -0.064 0.278 -3.917
H 2.886 -2.096 -7.680
H 1.396 -2.280 -6.742
H 1.583 -0.908 -7.834
H 3.297 -1.370 -5.331
H 3.420 0.004 -6.447
H 1.753 -2.546 -4.389
H 0.156 -3.375 -2.759
H -1.715 -3.087 -1.330
H -2.906 -1.880 -1.881
H -0.886 -1.313 0.185
H -1.355 0.603 1.417
H -3.044 1.132 1.556
H -1.994 -1.596 2.461
H -3.661 -1.029 2.601
H -2.416 -0.828 4.738
H -2.937 0.781 4.142
H 2.231 -0.578 4.104
H 1.585 2.174 1.862
H 1.648 2.025 -0.581
H 1.675 -0.174 -1.696
H 1.621 -2.234 -0.341
H 1.536 -2.090 2.123
H 1.870 3.938 4.506
H -0.088 5.500 4.400
H -2.360 4.518 4.002
H -1.734 0.442 -2.600
H -0.106 1.300 -4.257
```

- Gap between HOMO and LUMO: 9.1 eV
- Energy relative to the best compared isomer or geometry (same formula, charge and spin): 7.2 kJ/mol
- SMILES string: CCOc1ccc(CNC(=O)CCCN2C(=O)[C@@H](c3ccccc3)Oc3cccnc32)cc1
- HOMO level: -8.43 eV


[4]
ORCA calculation (ωB97M-V/def2-TZVPD) on a structure of composition C60H54InN5OP2SSbSe.

The geometry in XYZ format:
```
126
Properties=species:S:1:pos:R:3
In 0.773 -0.290 0.372
O -2.061 1.418 0.572
S -2.313 0.051 -0.004
C -3.674 0.301 -1.149
C -4.954 0.307 -0.649
C -6.096 0.489 -1.450
C -5.916 0.659 -2.789
C -6.920 0.827 -3.905
C -6.062 1.078 -5.173
C -4.631 0.976 -4.695
C -3.453 1.117 -5.364
C -2.259 1.023 -4.625
C -2.191 0.770 -3.270
P -0.500 0.784 -2.519
C 0.081 2.493 -2.806
C 1.450 2.766 -2.757
C 1.918 4.066 -2.877
C 1.019 5.118 -3.010
C -0.345 4.861 -3.015
C -0.813 3.556 -2.915
C 0.412 -0.250 -3.732
C 0.324 -1.626 -3.505
C 0.882 -2.532 -4.395
C 1.565 -2.074 -5.514
C 1.679 -0.708 -5.738
C 1.102 0.200 -4.857
C -3.422 0.572 -2.544
C -4.604 0.719 -3.309
C -3.100 -0.996 1.238
C -3.756 -2.093 0.732
C -4.589 -2.924 1.507
C -4.791 -2.577 2.811
C -5.681 -3.178 3.875
C -5.409 -2.329 5.147
C -4.362 -1.323 4.721
C -3.696 -0.365 5.425
C -2.662 0.337 4.772
C -2.326 0.168 3.444
P -0.671 0.814 2.921
C -0.754 2.552 3.464
C 0.375 3.246 3.901
C 0.308 4.604 4.183
C -0.882 5.295 4.006
C -2.004 4.621 3.538
C -1.941 3.262 3.266
C 0.331 -0.092 4.190
C 0.544 -1.441 3.884
C 1.294 -2.258 4.716
C 1.868 -1.734 5.869
C 1.656 -0.402 6.192
C 0.886 0.411 5.364
C -3.121 -0.721 2.647
C -4.064 -1.497 3.356
H -5.098 0.161 0.415
H -7.080 0.477 -0.995
H -7.606 1.650 -3.703
H -7.528 -0.073 -4.007
H -6.255 2.062 -5.602
H -6.267 0.347 -5.956
H -3.416 1.320 -6.428
H -1.330 1.176 -5.163
H 2.156 1.954 -2.620
H 2.984 4.260 -2.861
H 1.382 6.134 -3.109
H -1.050 5.680 -3.099
H -1.880 3.366 -2.929
H -0.200 -1.990 -2.629
H 0.789 -3.597 -4.210
H 2.011 -2.778 -6.207
H 2.211 -0.344 -6.609
H 1.183 1.261 -5.061
H -3.696 -2.284 -0.336
H -5.089 -3.770 1.049
H -5.446 -4.231 4.033
H -6.729 -3.132 3.576
H -5.047 -2.941 5.973
H -6.312 -1.828 5.497
H -3.894 -0.182 6.475
H -2.056 1.010 5.369
H 1.317 2.727 4.026
H 1.192 5.124 4.535
H -0.936 6.354 4.231
H -2.934 5.157 3.387
H -2.814 2.747 2.885
H 0.090 -1.864 2.990
H 1.430 -3.305 4.469
H 2.461 -2.365 6.521
H 2.081 0.008 7.101
H 0.702 1.435 5.662
Se 4.413 0.341 3.511
N 4.739 2.070 3.510
C 3.853 2.600 2.692
C 3.712 3.994 2.400
C 2.695 4.359 1.594
C 1.783 3.385 1.039
N 1.919 2.101 1.222
C 2.930 1.684 2.055
N 3.077 0.412 2.363
H 4.392 4.713 2.841
H 2.528 5.405 1.362
H 0.143 4.714 0.719
C 0.609 3.853 0.235
H 0.925 4.163 -0.765
H -0.126 3.053 0.137
N 0.653 -5.286 0.524
C -0.489 -5.458 -0.224
C -0.933 -4.199 -0.491
N -0.085 -3.261 0.069
C 0.854 -3.953 0.668
H 1.238 -6.019 0.882
H -0.872 -6.432 -0.486
H -1.800 -3.907 -1.066
H 1.692 -3.535 1.209
C 6.085 0.098 -0.319
Sb 4.167 -0.049 -1.285
C 4.802 1.028 -3.035
C 4.548 -2.018 -2.060
H 6.871 -0.089 -1.053
H 6.158 -0.641 0.481
H 6.222 1.093 0.110
H 5.769 0.646 -3.367
H 4.896 2.088 -2.791
H 4.071 0.913 -3.838
H 5.181 -1.951 -2.947
H 3.612 -2.509 -2.324
H 5.059 -2.607 -1.296
```

- Gap between HOMO and LUMO: 6.4 eV
- Charge: +1
- HOMO level: -9.22 eV


[5]
ORCA calculation (ωB97M-V/def2-TZVPD) on a cluster of 2 separate species, C10H21FO5S in total at a distorted geometry.

The geometry in XYZ format:
```
38
Properties=species:S:1:pos:R:3
C 0.085 -1.034 -0.281
C -1.323 -0.197 -0.221
F -1.281 0.686 1.004
C -2.674 -1.112 -0.066
C -3.934 -0.153 -0.604
C -5.324 -0.921 -0.188
C -5.209 -2.573 -0.323
O -4.374 -3.006 -1.468
S -2.718 -2.654 -1.133
O -2.071 -3.813 -0.295
O -1.904 -2.376 -2.436
H 0.797 -0.713 0.620
H 0.611 -0.733 -1.308
H -0.020 -2.197 -0.207
H -1.393 0.568 -1.134
H -2.885 -1.323 1.089
H -3.850 0.954 -0.204
H -3.851 -0.206 -1.794
H -5.496 -0.682 0.969
H -6.247 -0.495 -0.808
H -4.791 -3.007 0.699
H -6.291 -3.029 -0.476
C 2.296 2.569 -0.061
O 2.606 1.273 0.439
C 3.659 0.646 -0.300
C 4.985 0.708 0.464
O 5.467 2.052 0.559
C 5.231 2.620 1.842
H 1.636 3.064 0.657
H 3.191 3.180 -0.188
H 1.769 2.480 -1.016
H 3.758 1.092 -1.297
H 3.376 -0.404 -0.428
H 5.738 0.140 -0.093
H 4.889 0.255 1.458
H 5.910 2.172 2.574
H 4.196 2.479 2.165
H 5.435 3.693 1.786
```

- Gap between HOMO and LUMO: 9.8 eV
- SMILES string: C[C@H](F)[C@H]1CCCOS1(=O)=O.COCCOC
- HOMO level: -9.30 eV


[6]
ORCA calculation (ωB97M-V/def2-TZVPD) on a structure of composition C19H17GaN7OS3Se.

The geometry in XYZ format:
```
49
Properties=species:S:1:pos:R:3
Ga -0.619 0.143 -0.781
S -0.392 -2.193 -1.658
C 0.843 -1.952 -0.513
N 0.976 -0.731 -0.010
C 1.977 -0.633 0.945
C 2.395 0.523 1.594
C 3.430 0.424 2.504
C 4.051 -0.801 2.761
C 3.658 -1.949 2.097
C 2.617 -1.852 1.183
S 1.940 -3.099 0.162
H 1.917 1.469 1.377
H 3.776 1.311 3.018
H 4.858 -0.852 3.479
H 4.150 -2.894 2.284
N -1.243 4.006 0.442
C -1.264 2.721 0.089
O -0.210 2.061 0.065
C -2.608 2.111 -0.262
C -2.502 0.669 -0.745
H -0.366 4.444 0.669
H -2.086 4.551 0.465
H -3.082 2.765 -0.999
H -3.219 2.192 0.643
H -2.926 0.529 -1.736
H -2.996 -0.016 -0.057
S 0.719 1.025 -2.679
C -0.037 0.342 -4.019
N 0.692 0.214 -5.168
C 0.198 -0.323 -6.302
C -1.091 -0.757 -6.317
C -1.809 -0.599 -5.117
N -1.316 -0.075 -4.019
H 1.654 0.526 -5.134
H 0.876 -0.379 -7.142
H -1.531 -1.196 -7.197
H -2.844 -0.920 -5.065
Se -1.755 -3.736 2.278
N -1.046 -3.171 3.805
C -0.832 -1.879 3.659
C -0.275 -1.013 4.652
C -0.136 0.292 4.327
C -0.515 0.751 3.017
N -1.023 0.013 2.081
C -1.211 -1.311 2.393
N -1.732 -2.139 1.513
H 0.008 -1.412 5.617
H 0.274 1.007 5.025
H -0.346 1.795 2.773
```

- Gap between HOMO and LUMO: 7.2 eV
- Energy relative to the best compared isomer or geometry (same formula, charge and spin): 0.0 kJ/mol
- Charge: +1
- HOMO level: -10.40 eV